1.
Formula: C20H25N3O2
Source: the Open Molecules 2025 dataset
Level of theory: ωB97M-V/def2-TZVPD

Element x y z (Å)
1 C 1.58117 5.76024 5.70286
2 C 1.07419 5.79227 4.26200
3 O 1.89384 5.10246 3.34585
4 C 1.87893 3.69891 3.47288
5 C 2.58679 3.10683 2.25857
6 C 2.67185 1.58137 2.34204
7 N 3.34310 1.02157 1.19879
8 C 2.72374 0.39931 0.18628
9 N 3.50053 0.05949 -0.85779
10 C 2.91244 -0.57885 -1.84053
11 C 1.54947 -0.90049 -1.83531
12 C 0.83250 -0.50308 -0.69563
13 N 1.41597 0.13769 0.29933
14 C -0.62755 -0.79641 -0.56929
15 C -0.99570 -2.04198 -1.38080
16 C -2.46906 -2.34933 -1.28808
17 C -2.90401 -3.54977 -0.74310
18 C -4.25221 -3.84469 -0.65518
19 C -5.20821 -2.94676 -1.11003
20 C -6.66834 -3.27448 -1.03790
21 C -4.77343 -1.74544 -1.65557
22 C -3.42631 -1.45075 -1.74352
23 C -0.55944 -1.83937 -2.83497
24 C 0.93310 -1.60954 -2.95993
25 O 1.56289 -1.97292 -3.93097
26 H 2.62087 6.07605 5.73571
27 H 0.98758 6.43782 6.31012
28 H 1.50354 4.76113 6.12483
29 H 0.04830 5.39380 4.22050
30 H 1.06454 6.82268 3.89756
31 H 0.84069 3.33461 3.52246
32 H 2.39560 3.38437 4.39214
33 H 2.04605 3.39584 1.35688
34 H 3.58837 3.53646 2.20138
35 H 3.21186 1.28910 3.24886
36 H 1.67104 1.14717 2.36452
37 H 4.31206 1.25306 1.04105
38 H 3.53121 -0.85484 -2.68449
39 H -0.88117 -0.91978 0.48482
40 H -1.18508 0.06872 -0.94018
41 H -0.43818 -2.89327 -0.97204
42 H -2.17830 -4.26507 -0.38206
43 H -4.56592 -4.78616 -0.22703
44 H -6.97964 -3.78736 -1.94872
45 H -7.26514 -2.37043 -0.94089
46 H -6.87804 -3.92951 -0.19541
47 H -5.50022 -1.03128 -2.01633
48 H -3.12382 -0.50694 -2.17399
49 H -0.83627 -2.69742 -3.45068
50 H -1.05669 -0.95935 -3.25409

Cartesian forces, eV/Å:
0.0 -0.1 -0.4
-0.1 0.2 0.2
0.1 -0.1 -0.1
0.1 -0.1 -0.1
-0.2 0.0 0.3
-0.1 0.3 0.2
0.3 0.1 0.1
-0.2 -0.3 -0.2
0.4 0.1 -0.1
-0.3 0.0 0.0
0.2 0.2 0.4
0.3 -0.1 -0.4
-0.1 0.2 0.4
0.0 -0.3 0.0
-0.1 0.3 -0.1
0.1 -0.1 0.1
0.1 0.1 0.0
-0.1 0.0 0.0
0.0 0.0 0.1
0.0 0.0 -0.1
0.0 0.0 0.0
0.1 0.0 0.0
0.1 -0.3 -0.1
-0.3 0.0 -0.1
0.0 0.0 0.0
0.1 0.0 0.0
-0.1 0.1 0.1
0.0 -0.1 0.1
0.1 0.1 0.0
-0.1 -0.1 0.1
0.1 0.0 0.0
-0.1 0.0 0.0
0.0 0.0 -0.1
0.0 0.0 0.0
-0.1 0.0 0.0
0.1 0.0 0.1
-0.1 -0.1 -0.1
0.0 -0.1 -0.1
0.0 0.1 0.0
0.0 0.0 0.0
-0.1 0.0 0.0
0.1 -0.1 0.0
0.0 -0.1 0.1
-0.1 0.0 0.0
-0.1 0.0 0.0
-0.1 0.0 0.0
-0.1 0.1 0.0
0.0 0.1 -0.1
0.1 0.1 0.0
-0.1 0.0 0.0

HOMO energy ... -8.6 eV
SMILES ... CCOCCCNc1ncc2c(n1)C[C@@H](c1ccc(C)cc1)CC2=O
Multiplicity ... 1
Net charge ... 0
Total energy ... -29712.0498 eV

These are the Löwdin partial charges, in e, on atoms 1 to 5: -0.08, -0.28, -0.16, -0.25, -0.15



2.
Formula: C20H25N3O4S
Source: the Open Molecules 2025 dataset
Level of theory: ωB97M-V/def2-TZVPD

Element x y z (Å)
1 C -5.53989 -2.59135 -2.27910
2 O -4.81055 -1.91689 -1.28221
3 C -3.97056 -0.91391 -1.65531
4 C -3.74285 -0.50564 -2.96442
5 C -2.85435 0.52551 -3.22239
6 C -2.18734 1.17389 -2.19634
7 C -1.21433 2.28973 -2.47475
8 N -0.00606 2.12419 -1.69723
9 C 0.38764 3.02239 -0.76713
10 O -0.15496 4.10042 -0.62066
11 C 1.51332 2.57700 0.11659
12 C 1.68475 3.26148 1.31956
13 C 2.64997 2.87284 2.23153
14 C 3.44070 1.76431 1.96771
15 C 3.27386 1.09362 0.77215
16 S 4.18888 -0.41819 0.44355
17 O 5.34103 -0.44128 1.29263
18 O 4.34704 -0.53837 -0.97586
19 N 3.21277 -1.67107 0.91903
20 C 2.97921 -1.87338 2.32613
21 C 1.64958 -1.26416 2.77584
22 N 0.56875 -1.79218 1.96036
23 C -0.72423 -1.33749 2.42285
24 C 0.78311 -1.45506 0.56462
25 C 2.10408 -2.06202 0.08610
26 C 2.34557 1.49785 -0.16541
27 C -2.42423 0.76339 -0.88702
28 C -3.29849 -0.26527 -0.61695
29 H -4.87811 -3.10808 -2.98172
30 H -6.19413 -1.90815 -2.82990
31 H -6.14805 -3.32522 -1.75280
32 H -4.24584 -0.98118 -3.79132
33 H -2.68661 0.82942 -4.24558
34 H -1.63632 3.25734 -2.18229
35 H -0.96974 2.32352 -3.54173
36 H 0.43008 1.21779 -1.74164
37 H 1.04006 4.10563 1.51504
38 H 2.77684 3.42173 3.15209
39 H 4.19080 1.41684 2.66044
40 H 3.82075 -1.43368 2.86056
41 H 2.95738 -2.95209 2.51413
42 H 1.46226 -1.54012 3.81593
43 H 1.69830 -0.16069 2.71272
44 H -1.49875 -1.79349 1.80872
45 H -0.86381 -1.65436 3.45490
46 H -0.83226 -0.24223 2.37235
47 H -0.04017 -1.86972 -0.02244
48 H 0.79265 -0.35816 0.42044
49 H 2.34269 -1.75567 -0.93213
50 H 2.02427 -3.15380 0.12177
51 H 2.32545 0.96455 -1.10379
52 H -1.92068 1.26444 -0.07290
53 H -3.48946 -0.58495 0.39526

Cartesian forces, eV/Å:
-0.1 -0.1 -0.2
0.2 0.2 0.2
0.1 0.1 0.0
-0.3 -0.3 0.1
0.2 0.2 0.2
0.0 0.0 -0.2
-0.1 0.2 -0.1
0.1 -0.2 -0.2
0.1 -0.1 -0.1
-0.1 0.2 0.2
0.3 0.0 0.3
-0.1 0.0 -0.1
0.0 -0.1 0.0
0.1 0.0 0.1
0.4 -0.5 -0.2
-0.1 -0.3 0.0
-0.2 0.2 0.3
-0.3 0.1 0.0
0.8 0.7 -0.3
-0.1 0.2 0.7
0.1 -0.1 0.0
0.0 0.0 0.0
0.1 -0.1 0.0
0.1 -0.2 -0.1
-0.5 0.1 -0.5
-0.1 0.3 -0.1
-0.1 0.0 -0.1
-0.1 -0.1 0.0
0.0 0.0 0.0
0.0 0.0 0.0
0.0 0.0 -0.1
-0.1 -0.1 0.0
0.0 0.0 -0.1
0.1 -0.1 -0.1
-0.1 0.0 0.1
0.0 0.1 0.1
0.0 0.1 0.0
0.0 0.0 0.1
0.1 0.0 0.1
-0.1 -0.1 0.2
0.0 0.1 0.0
0.0 0.1 0.0
0.0 -0.1 0.1
-0.1 0.0 0.0
-0.1 0.0 0.1
0.0 0.1 0.0
0.0 0.1 0.0
-0.1 -0.1 0.0
-0.2 -0.2 0.0
0.0 0.1 0.0
-0.1 0.0 -0.1
0.1 0.0 0.1
0.0 0.0 0.1

HOMO energy ... -8.7 eV
SMILES ... COc1ccc(CNC(=O)c2cccc(S(=O)(=O)N3CCN(C)CC3)c2)cc1
Multiplicity ... 1
Net charge ... 0
Total energy ... -44641.0958 eV

These are the Löwdin partial charges, in e, on atoms 1 to 5: -0.09, -0.08, -0.28, -0.02, -0.04



3.
Formula: C20H25N3O4S
Source: the Open Molecules 2025 dataset
Level of theory: ωB97M-V/def2-TZVPD

Element x y z (Å)
1 C 7.32117 0.61615 1.57270
2 C 5.84536 0.53196 1.21062
3 C 5.64848 -0.26738 -0.07675
4 N 4.24031 -0.37816 -0.42676
5 C 3.66359 0.62386 -1.15423
6 S 4.47402 1.96058 -1.67582
7 N 2.34649 0.49726 -1.46752
8 C 1.55640 -0.55058 -1.07449
9 C 0.20880 -0.61819 -1.41800
10 C -0.55980 -1.67457 -0.96804
11 C -1.99796 -1.73968 -1.38157
12 O -2.30776 -1.77732 -2.55819
13 N -2.91317 -1.80556 -0.38460
14 C -4.32068 -1.87997 -0.72382
15 C -5.00882 -0.54395 -0.45352
16 C -4.80435 -0.13904 1.00417
17 C -3.31330 -0.12270 1.34738
18 C -2.54337 0.99414 0.65247
19 O -1.35803 0.95330 0.43557
20 O -3.31186 2.03286 0.34737
21 C -2.67191 3.14652 -0.28408
22 C -3.64451 4.30982 -0.30173
23 C -2.66378 -1.47300 0.99648
24 C 0.02046 -2.70117 -0.21647
25 C 1.35829 -2.64764 0.10468
26 C 2.13735 -1.56759 -0.30910
27 C 3.55568 -1.49520 0.05292
28 O 4.12730 -2.33181 0.71790
29 H 7.45305 1.18614 2.48868
30 H 7.87898 1.10669 0.77849
31 H 7.73382 -0.37883 1.72259
32 H 5.44172 1.53694 1.07188
33 H 5.29151 0.04598 2.01655
34 H 6.16823 0.21803 -0.90518
35 H 6.02546 -1.28350 0.05503
36 H 1.94226 1.25512 -2.00237
37 H -0.23792 0.15907 -2.01744
38 H -4.77934 -2.66961 -0.11835
39 H -4.39066 -2.14684 -1.77946
40 H -4.58375 0.21553 -1.11119
41 H -6.07301 -0.62865 -0.67540
42 H -5.30221 -0.86221 1.65475
43 H -5.24012 0.84254 1.18924
44 H -3.18489 0.05234 2.42225
45 H -1.75960 3.39032 0.27106
46 H -2.38600 2.85291 -1.30040
47 H -3.18275 5.16234 -0.79077
48 H -4.54654 4.03563 -0.84202
49 H -3.91710 4.58741 0.71290
50 H -3.09417 -2.25570 1.63155
51 H -1.59066 -1.41138 1.17688
52 H -0.58382 -3.53766 0.10055
53 H 1.83308 -3.42556 0.68259

Cartesian forces, eV/Å:
-0.2 0.0 0.0
0.1 -0.1 -0.1
0.5 0.0 0.3
-0.2 0.0 -0.1
-0.2 0.4 -0.3
0.2 0.5 -0.2
0.1 0.1 0.0
-0.1 -0.7 0.3
0.0 -0.2 0.0
0.5 0.0 -0.2
0.1 -0.1 0.0
0.1 0.1 -0.2
-0.2 -0.1 0.1
-0.3 0.0 -0.4
0.0 -0.2 0.2
0.0 0.2 -0.1
0.0 -0.1 0.0
0.1 -0.3 0.2
0.0 0.1 0.0
-0.4 0.2 0.0
0.3 0.4 -0.2
0.1 -0.4 0.1
0.3 0.4 0.4
0.0 0.0 0.0
0.1 0.1 0.0
-0.3 0.1 -0.1
-0.1 -0.2 0.0
-0.1 0.0 0.0
0.1 0.0 0.1
0.1 0.1 -0.1
0.1 -0.1 0.0
-0.1 -0.1 0.0
-0.1 0.0 0.0
-0.1 -0.1 0.1
-0.1 0.1 0.0
0.2 -0.1 0.1
-0.1 0.1 -0.1
0.0 0.0 0.0
0.0 0.0 0.2
0.0 0.0 -0.1
0.0 0.0 -0.1
0.0 0.0 0.0
0.0 -0.1 0.1
0.0 0.0 -0.1
-0.1 -0.1 -0.1
0.0 0.0 0.2
0.0 0.1 0.0
-0.1 0.0 -0.1
0.0 0.1 0.1
0.1 0.1 0.0
-0.2 -0.1 0.0
-0.1 -0.1 0.1
0.0 -0.1 0.0

HOMO energy ... -8.3 eV
SMILES ... CCCn1c(=S)[nH]c2cc(C(=O)N3CCC[C@H](C(=O)OCC)C3)ccc2c1=O
Multiplicity ... 1
Net charge ... 0
Total energy ... -44644.0660 eV

These are the Löwdin partial charges, in e, on atoms 1 to 5: -0.10, -0.24, -0.20, 0.00, -0.78



4.
Formula: C20H25N3O4S
Source: the Open Molecules 2025 dataset
Level of theory: ωB97M-V/def2-TZVPD

Element x y z (Å)
1 C -0.84626 -0.32234 -5.59704
2 O -0.72552 -1.35006 -4.64343
3 C 0.27209 -1.26886 -3.72075
4 C 1.19326 -0.23199 -3.62745
5 C 2.15643 -0.25878 -2.63073
6 C 2.21685 -1.30177 -1.72836
7 C 1.30534 -2.34919 -1.82229
8 C 1.31890 -3.44766 -0.78867
9 N 0.60231 -3.00250 0.39424
10 C 1.24920 -2.40888 1.43000
11 O 2.45256 -2.43139 1.56854
12 C 0.32972 -1.67407 2.35642
13 C -0.91535 -2.16359 2.74095
14 C -1.75931 -1.39110 3.52248
15 C -1.39224 -0.10044 3.87220
16 C -0.15568 0.37879 3.48513
17 S 0.25948 2.10325 3.78235
18 O -0.65779 2.60981 4.75963
19 O 1.66777 2.21343 4.00720
20 N -0.06661 2.89766 2.36367
21 C -1.43818 3.02804 1.94627
22 C -1.81397 1.97794 0.89887
23 N -0.90084 2.06630 -0.22788
24 C -1.28168 1.17352 -1.29897
25 C 0.46325 1.81706 0.20743
26 C 0.87084 2.83966 1.27090
27 C 0.72462 -0.40594 2.77031
28 C 0.33689 -2.32332 -2.80872
29 H 0.05171 -0.24206 -6.21767
30 H -1.05036 0.64350 -5.12336
31 H -1.69189 -0.60063 -6.22381
32 H 1.17405 0.59415 -4.32069
33 H 2.86891 0.55029 -2.56582
34 H 2.96449 -1.31323 -0.95075
35 H 0.84527 -4.35535 -1.16970
36 H 2.34000 -3.66748 -0.47088
37 H -0.38137 -2.81673 0.27128
38 H -1.21462 -3.16043 2.45046
39 H -2.71237 -1.78639 3.83979
40 H -2.04053 0.54144 4.44731
41 H -2.05875 2.94235 2.83777
42 H -1.56911 4.02455 1.51088
43 H -2.82611 2.17578 0.53823
44 H -1.79804 0.96879 1.35248
45 H -0.59625 1.30931 -2.13357
46 H -2.29091 1.41816 -1.62626
47 H -1.25344 0.11210 -1.00186
48 H 1.12290 1.91655 -0.65746
49 H 0.57045 0.79047 0.60097
50 H 1.84605 2.60249 1.69496
51 H 0.91111 3.83309 0.81058
52 H 1.70779 -0.03382 2.52714
53 H -0.38509 -3.12049 -2.90232

Cartesian forces, eV/Å:
0.0 0.2 -0.2
0.1 -0.2 0.3
0.0 0.0 0.1
-0.2 0.0 -0.3
0.0 -0.1 0.1
0.1 0.1 0.0
-0.1 0.0 -0.1
0.1 0.0 0.0
-0.2 -0.3 -0.1
-0.4 -0.1 0.0
0.3 0.2 0.0
0.0 0.3 0.2
0.1 0.0 0.0
0.0 0.1 0.0
-0.1 0.0 0.1
0.2 0.6 0.2
-0.1 0.3 -0.2
-0.2 -0.2 -0.1
0.1 -0.3 -0.2
0.3 -0.4 1.0
-0.7 -0.2 -0.1
0.0 0.2 0.1
0.0 0.1 0.1
0.0 0.1 0.0
0.0 0.2 0.1
0.5 -0.3 -0.4
0.1 -0.3 0.0
0.0 0.1 -0.1
0.0 0.0 0.0
0.0 0.0 0.0
0.1 0.1 0.0
0.0 0.1 -0.1
0.1 0.1 0.0
0.1 0.0 0.1
0.1 0.0 0.0
-0.1 -0.1 -0.1
0.1 0.1 0.1
0.0 -0.1 0.0
-0.1 0.0 0.0
-0.1 0.0 0.1
-0.2 0.1 -0.1
0.0 -0.1 0.1
0.0 0.0 0.1
0.0 0.1 -0.1
0.0 -0.1 -0.1
-0.1 0.0 -0.1
0.0 -0.1 0.0
0.0 0.0 0.0
0.0 0.1 -0.1
0.1 0.1 -0.2
0.0 -0.1 0.1
0.1 0.0 -0.1
-0.1 -0.1 0.0

HOMO energy ... -8.8 eV
SMILES ... COc1cccc(CNC(=O)c2cccc(S(=O)(=O)N3CCN(C)CC3)c2)c1
Multiplicity ... 1
Net charge ... 0
Total energy ... -44641.1007 eV

These are the Löwdin partial charges, in e, on atoms 1 to 5: -0.09, -0.08, -0.28, -0.04, -0.08



no.,gap between HOMO and LUMO (eV)
1,9.226
2,8.943
3,8.515
4,9.136